The following is a DFT calculation (the ωB97M-V functional and the def2-TZVPD basis) of a cluster of 2 separate species, C32H31BF6O2S in total.

Structure (XYZ):
```
73
C32H31BF6O2S | OMol25 | the ωB97M-V functional and the def2-TZVPD basis
C -2.481 -0.354 -7.944
C -1.703 -0.064 -6.727
C -0.533 0.613 -6.656
C -0.018 0.725 -5.330
C -0.790 0.141 -4.397
B -0.509 0.087 -2.822
C -1.180 1.379 -2.145
C -2.496 1.342 -1.753
C -3.069 2.451 -1.168
C -4.512 2.415 -0.718
F -5.160 3.458 -1.268
F -5.069 1.256 -1.117
F -4.542 2.506 0.625
C -2.315 3.591 -0.984
C -0.996 3.626 -1.383
C -0.159 4.870 -1.184
F 0.897 4.554 -0.411
F 0.261 5.296 -2.390
F -0.906 5.818 -0.588
C -0.429 2.516 -1.969
O -1.116 -1.154 -2.259
C -0.776 -1.443 -0.938
C 0.763 -1.534 -0.760
C 1.115 -1.745 0.718
C 1.296 -2.682 -1.620
C 1.362 -0.193 -1.266
O 0.965 0.082 -2.577
S -2.184 -0.563 -5.134
H -1.998 0.060 -8.829
H -2.590 -1.429 -8.088
H -3.480 0.076 -7.871
H -0.033 1.026 -7.518
H 0.904 1.230 -5.087
H -3.083 0.450 -1.897
H -2.757 4.463 -0.530
H 0.601 2.537 -2.282
H -1.205 -0.665 -0.298
H -1.258 -2.392 -0.679
H 2.194 -1.794 0.855
H 0.735 -0.927 1.330
H 0.683 -2.673 1.091
H 2.380 -2.755 -1.544
H 0.867 -3.633 -1.307
H 1.037 -2.521 -2.667
H 1.051 0.642 -0.628
H 2.456 -0.228 -1.257
C -0.088 -5.614 4.614
C 0.196 -4.156 4.519
C -0.755 -3.229 4.931
C -0.533 -1.882 4.792
C 0.672 -1.388 4.248
C 0.784 0.021 4.151
C 1.858 0.905 3.892
C 1.595 2.282 4.061
C 2.568 3.225 3.855
C 3.836 2.840 3.458
C 4.131 1.495 3.311
C 3.172 0.538 3.533
C 1.646 -2.337 3.875
C 1.398 -3.683 4.000
H 0.739 -6.211 4.226
H -0.272 -5.922 5.646
H -0.973 -5.851 4.025
H -1.674 -3.574 5.370
H -1.274 -1.178 5.135
H -0.138 0.532 4.373
H 0.615 2.588 4.390
H 2.344 4.268 4.011
H 4.596 3.584 3.277
H 5.131 1.198 3.040
H 3.458 -0.491 3.456
H 2.592 -2.033 3.476
H 2.154 -4.391 3.708
```

Summary:
- E_HOMO (eV) = -6.375
- F_max (eV/Å) = 2.792
- charge = 0
- relative energy (zero: lowest compared OMol25 entry of this formula, charge and spin) (kJ/mol) = 360.1